Run w
19
Properties=species:S:1:pos:R:3:nbo_charge:R:1 method="wB97M-V/def2-TZVPD" gap_ev="8.104 / 8.105" lumo_ev="0.7 / 0.7" spin_multiplicity=1 homo_ev="-7.43 / -7.43" total_charge=0
C 2.18 0.05 -0.51 0.1718
C -1.15 -0.77 0.32 -0.3059
C -1.10 0.19 -0.94 0.0463
C -0.12 0.29 0.16 0.0039
C -0.73 -2.28 0.21 -0.6020
C 0.06 1.38 1.18 -0.6650
N 2.38 1.19 -0.93 -0.6403
O -2.10 1.22 -1.12 -0.6835
H 2.51 -0.98 -0.49 0.1859
H -1.84 -0.45 1.07 0.2031
H -0.85 -0.19 -1.87 0.1973
H -0.91 -2.60 1.18 0.2102
H 0.42 -2.24 0.02 0.2036
H -1.23 -3.02 -0.54 0.2167
H -0.29 1.15 2.18 0.2056
H -0.33 2.24 0.88 0.2019
H 1.08 1.54 1.23 0.2375
H 3.26 1.49 -1.33 0.3627
H -2.12 1.56 -0.28 0.4502

***

Run x
19
Properties=species:S:1:pos:R:3:nbo_charge:R:1 method="wB97M-V/def2-TZVPD" gap_ev=9.755 lumo_ev=0.7 spin_multiplicity=1 homo_ev=-9.08 total_charge=0
C 1.82 0.82 -0.28 -0.4176
C 1.26 -1.33 0.79 -0.4250
C -1.21 1.64 -0.19 -0.7150
N 0.81 -0.24 -0.08 -0.5178
C -0.73 0.44 0.57 0.7120
O -0.79 0.34 1.76 -0.6191
H 2.20 -1.73 0.42 0.1995
H 1.47 1.53 -1.03 0.2182
H 1.99 1.33 0.67 0.2180
H 2.75 0.37 -0.62 0.2067
H 0.49 -2.11 0.79 0.2443
H 1.39 -0.97 1.81 0.2243
H -0.71 2.54 0.19 0.2212
H -1.05 1.53 -1.26 0.2260
H -2.28 1.75 -0.02 0.2632
C -1.71 -1.02 -0.55 -0.3904
C -2.60 -1.78 -0.90 -0.3381
H -3.31 -2.50 -1.22 0.2191
H 0.23 -0.62 -0.86 0.4708

***

Run y
19
Properties=species:S:1:pos:R:3:nbo_charge:R:1 method="wB97M-V/def2-TZVPD" gap_ev=9.449 lumo_ev=1.0 spin_multiplicity=1 smiles="C=NC1(O)[C@H](C)[C@H]1C" homo_ev=-8.42 total_charge=0
C -0.69 -2.25 -0.46 -0.0479
N -1.12 -1.17 -0.96 -0.4225
C -0.52 0.12 -0.67 0.2936
O -1.28 1.11 -1.42 -0.7149
C 0.92 0.45 -0.64 -0.2199
C 2.17 -0.23 -0.22 -0.6208
C -0.25 0.48 0.74 -0.1929
C -1.14 1.46 1.44 -0.6393
H 0.25 -2.33 0.11 0.1481
H -1.27 -3.16 -0.60 0.1774
H -1.98 0.62 -1.88 0.4944
H 1.17 1.09 -1.49 0.2309
H 2.98 0.51 -0.15 0.2223
H 2.10 -0.72 0.75 0.2024
H 2.50 -0.96 -0.97 0.2100
H 0.27 -0.12 1.47 0.2173
H -1.20 1.21 2.51 0.2123
H -0.74 2.48 1.36 0.2262
H -2.16 1.42 1.07 0.2232

***

Run z
19
Properties=species:S:1:pos:R:3:nbo_charge:R:1 method="wB97M-V/def2-TZVPD" gap_ev=9.775 lumo_ev=0.2 spin_multiplicity=1 smiles="[H]/N=C/C(C)=O.C=CC" homo_ev=-9.54 total_charge=0
H -1.52 2.40 -0.40 0.3509
N -1.63 1.39 -0.44 -0.6119
C -1.08 0.75 0.49 0.0595
C -1.18 -0.81 0.56 0.5419
C -2.08 -1.36 -0.51 -0.7282
O -1.03 -1.32 1.65 -0.5278
H -0.60 1.18 1.38 0.1668
H -1.79 -0.96 -1.48 0.2399
H -3.10 -1.02 -0.33 0.2555
H -2.05 -2.45 -0.49 0.2305
C 1.24 0.07 -1.32 -0.3990
C 1.53 -0.20 -0.06 -0.1756
C 2.34 0.62 0.88 -0.6586
H 1.59 0.97 -1.80 0.1915
H 0.68 -0.62 -1.93 0.2001
H 1.02 -1.12 0.42 0.2056
H 2.46 1.63 0.51 0.2110
H 3.33 0.18 1.01 0.2284
H 1.86 0.64 1.86 0.2196

***

Which of them is the most stable? Correct choice: run z.

***

Run w
19
Properties=species:S:1:pos:R:3:nbo_charge:R:1 method="wB97M-V/def2-TZVPD" gap_ev=10.389 lumo_ev=0.9 spin_multiplicity=1 smiles="C=CCCNC(C)=O" homo_ev=-9.50 total_charge=0
C 1.00 -2.49 -1.46 -0.3763
C 1.06 -1.17 -1.29 -0.2021
C 1.28 -0.45 0.01 -0.4699
C 0.05 -0.40 0.90 -0.2109
N -1.18 0.04 0.19 -0.6261
C -1.49 1.39 0.00 0.6831
C -1.14 2.32 1.13 -0.7224
O -2.01 1.75 -1.03 -0.6011
H 0.97 -2.98 -2.42 0.2054
H 0.93 -3.16 -0.61 0.1850
H 0.93 -0.59 -2.19 0.2054
H 1.67 0.54 -0.23 0.2136
H 2.12 -0.87 0.56 0.2246
H 0.21 0.20 1.80 0.2054
H -0.19 -1.42 1.21 0.1984
H -1.15 -0.41 -0.72 0.3902
H -0.22 2.83 0.83 0.2363
H -0.91 1.82 2.06 0.2142
H -1.93 3.07 1.28 0.2473

***

Run x
19
Properties=species:S:1:pos:R:3:nbo_charge:R:1 method="wB97M-V/def2-TZVPD" gap_ev=9.387 lumo_ev=0.9 spin_multiplicity=1 homo_ev=-8.53 total_charge=0
C -2.34 0.90 0.11 -0.0486
N -1.54 -0.05 0.24 -0.3843
C -0.17 0.18 0.61 -0.0989
C 0.16 -0.71 1.81 -0.6022
C 0.67 -0.12 -0.61 -0.1099
C 0.87 -1.56 -0.95 -0.6258
C 1.13 0.84 -1.42 0.1565
O 0.98 2.18 -1.28 -0.6787
H -3.36 0.70 -0.19 0.1744
H -2.08 1.96 0.28 0.1298
H -0.01 1.24 0.93 0.1456
H -0.09 -1.74 1.59 0.2200
H 1.22 -0.64 2.06 0.2136
H -0.43 -0.38 2.67 0.2132
H -0.09 -2.08 -0.95 0.2230
H 1.33 -1.66 -1.93 0.2150
H 1.52 -2.05 -0.22 0.2074
H 1.69 0.61 -2.30 0.1783
H 0.53 2.39 -0.46 0.4716

***

Run y
19
Properties=species:S:1:pos:R:3:nbo_charge:R:1 method="wB97M-V/def2-TZVPD" gap_ev=8.949 lumo_ev=0.4 spin_multiplicity=1 homo_ev=-8.57 total_charge=0
C -1.72 0.68 0.00 -0.0765
C -0.28 0.30 0.13 0.1056
C 0.92 1.25 0.00 -0.4202
C 1.97 0.16 -0.32 -0.4124
C 1.08 -1.07 -0.22 -0.0487
C 0.26 -0.77 1.09 -0.4303
H -3.24 -0.27 -1.03 0.4671
H -2.05 1.24 0.93 0.1608
H -1.87 1.25 -0.89 0.1772
H 1.01 1.96 0.75 0.2210
H 0.51 1.73 -0.95 0.2103
H 2.78 0.07 0.42 0.2140
H 2.26 0.19 -1.33 0.2216
H 1.55 -2.09 -0.14 0.1967
H 0.79 -0.35 1.92 0.1796
H -0.44 -1.57 1.44 0.2149
H -0.88 -1.44 -0.78 0.3785
N -0.11 -0.81 -0.98 -0.6555
O -2.52 -0.44 -0.02 -0.7039

***

Which of them is the most stable? Correct choice: run w.

***

Run w
19
Properties=species:S:1:pos:R:3:nbo_charge:R:1 method="wB97M-V/def2-TZVPD" gap_ev=9.423 lumo_ev=0.8 spin_multiplicity=1 homo_ev=-8.64 total_charge=0
C 0.75 1.91 -0.75 -0.3953
C 0.55 0.61 -0.77 -0.0773
C -0.46 -0.17 -1.42 -0.1809
C -1.43 -0.86 -0.75 -0.2616
C -2.05 -0.35 0.52 -0.6528
C 1.54 -0.41 0.27 0.2686
N 1.57 0.18 1.56 -0.8963
O 1.08 -1.69 0.25 -0.7311
H 0.07 2.60 -1.24 0.1973
H 1.56 2.34 -0.19 0.2046
H -0.21 -0.51 -2.42 0.2178
H -2.07 -1.51 -1.33 0.2116
H -2.23 -1.17 1.22 0.2157
H -3.02 0.13 0.32 0.2280
H -1.41 0.39 1.01 0.2158
H 2.52 -0.34 -0.22 0.1696
H 2.49 0.44 1.89 0.3967
H 0.71 0.07 2.07 0.3878
H 0.05 -1.69 0.00 0.4817

***

Run x
19
Properties=species:S:1:pos:R:3:nbo_charge:R:1 method="wB97M-V/def2-TZVPD" gap_ev="8.141 / 8.140" lumo_ev="0.3 / 0.3" spin_multiplicity=1 homo_ev="-7.81 / -7.81" total_charge=0
C 0.26 -1.34 -0.30 -0.4437
C -0.84 1.33 -0.44 -0.2885
C 0.30 -1.93 1.11 -0.5973
C 0.87 -0.10 -0.51 0.2971
N -0.64 1.79 0.91 -0.8645
C -1.20 -0.62 -0.66 0.3589
C 1.90 0.67 -0.73 -0.4882
O -1.72 -0.85 -1.75 -0.6540
H 0.42 -2.07 -1.10 0.2546
H 0.25 2.26 1.05 0.3629
H -1.36 2.40 1.28 0.3690
H -1.68 -0.58 0.32 0.1724
H -0.30 1.85 -1.23 0.1743
H -1.88 1.45 -0.72 0.2252
H -0.46 -2.71 1.20 0.2194
H 1.28 -2.37 1.32 0.2152
H 0.10 -1.17 1.86 0.2226
H 2.90 0.27 -0.64 0.2386
H 1.80 1.73 -0.96 0.2260

***

Run y
19
Properties=species:S:1:pos:R:3:nbo_charge:R:1 method="wB97M-V/def2-TZVPD" gap_ev=9.361 lumo_ev=0.7 spin_multiplicity=1 homo_ev=-8.66 total_charge=0
C 0.95 -0.57 -0.60 -0.0465
C 1.48 0.96 -0.29 -0.4727
C 0.13 1.69 0.08 -0.4344
C -0.82 0.65 0.73 -0.2907
C -2.02 -0.41 0.29 0.1815
C -0.65 -0.39 -0.40 -0.3178
H 1.22 -2.40 0.14 0.3507
H 2.57 -1.39 0.14 0.3518
H 1.28 -1.20 -1.34 0.1967
H 2.46 1.53 -0.78 0.2560
H 1.88 0.21 0.82 0.2431
H -0.15 1.77 -1.02 0.2162
H 0.23 2.49 0.82 0.2313
H -0.55 0.30 1.81 0.2124
H -2.12 -0.95 1.15 0.1762
H -3.57 -1.08 -0.40 0.4734
H -0.69 0.31 -1.25 0.1894
N 1.54 -1.39 0.45 -0.8448
O -3.20 -0.13 -0.36 -0.6719

***

Which of them is the most stable? Correct choice: run w.